Record 1
The following is a DFT calculation (the ωB97M-V functional and the def2-TZVPD basis) of a 6-piece molecular cluster, C50H63BrF5IN3O10P2S overall.

Element x y z (Å)
C (-1.55016, 1.84607, 3.19217)
O (-2.85583, 1.72819, 2.63540)
C (-2.91896, 0.92082, 1.51919)
N (-2.80381, 1.73160, 0.26494)
C (-1.80846, 1.47988, -0.58559)
N (-0.82751, 0.62604, -0.32186)
C (-0.02163, 0.33867, -1.53182)
C (1.35137, -0.05591, -0.94724)
C (2.33173, -0.67071, -1.92092)
O (2.37675, -1.84166, -2.12587)
Br (3.57022, 0.49495, -2.79898)
C (-0.67315, -0.81947, -2.34671)
C (-1.85215, -1.54930, -1.70525)
C (-2.57906, -2.42334, -2.73479)
I (-1.19819, -2.73765, -0.02325)
C (-0.17501, 1.77668, -2.15796)
C (0.64349, 2.81573, -1.35348)
C (0.32077, 4.27913, -1.66476)
C (0.84000, 5.20451, -0.54627)
C (-0.27358, 5.55808, 0.44380)
S (0.13715, 7.00294, 1.38693)
O (-0.22569, 8.15513, 0.62470)
O (1.44434, 6.83533, 1.92202)
O (-0.86941, 6.87807, 2.61897)
P (0.28089, 1.95665, -3.96031)
O (0.25765, 0.67485, -4.65050)
O (-0.71683, 3.03629, -4.58333)
O (1.69056, 2.69049, -3.98206)
N (-1.62215, 2.08147, -1.82046)
C (-2.73242, 1.83795, -2.78901)
C (-3.41635, 3.10331, -3.30105)
O (-4.79499, 2.76111, -3.47312)
C (-5.60086, 3.82093, -3.73736)
C (-7.05122, 3.43713, -3.80411)
O (-5.16417, 4.92289, -3.89751)
P (-3.99040, 3.02411, -0.08276)
C (-5.56819, 2.11885, 0.13505)
C (-3.92764, 4.11880, 1.37256)
H (-1.23074, 0.90023, 3.63617)
H (-1.59762, 2.60515, 3.96867)
H (-0.82074, 2.15842, 2.43586)
H (-2.13627, 0.16403, 1.55869)
H (-3.87876, 0.40967, 1.50610)
H (-0.92309, -0.11015, 0.36537)
H (1.12742, -0.86420, -0.24783)
H (1.80076, 0.75694, -0.37963)
H (-1.02510, -0.45828, -3.30967)
H (0.09467, -1.55282, -2.58794)
H (-2.56651, -0.84626, -1.27929)
H (-2.96833, -3.33214, -2.29125)
H (-1.93067, -2.65122, -3.58008)
H (-3.43780, -1.86839, -3.12189)
H (0.42648, 2.66204, -0.29164)
H (1.71238, 2.63893, -1.47966)
H (-0.76295, 4.40607, -1.74770)
H (0.77581, 4.60235, -2.60270)
H (1.64169, 4.70611, 0.00114)
H (1.27386, 6.11220, -0.96673)
H (-0.44164, 4.74984, 1.15895)
H (-1.21021, 5.77835, -0.07259)
H (-1.71809, 7.27502, 2.36712)
H (-0.71895, 3.89768, -4.14309)
H (1.68133, 3.54799, -4.42381)
H (-3.48834, 1.21521, -2.30556)
H (-2.35910, 1.26264, -3.63553)
H (-3.33241, 3.91590, -2.58540)
H (-3.01789, 3.42408, -4.25998)
H (-7.39074, 3.50694, -4.83693)
H (-7.62739, 4.12486, -3.18854)
H (-7.21291, 2.41733, -3.46061)
H (-6.11100, 2.19390, -0.80763)
H (-5.41571, 1.05875, 0.33279)
H (-6.17602, 2.54115, 0.93475)
H (-2.92679, 4.54439, 1.45464)
H (-4.19707, 3.64384, 2.30995)
H (-4.64717, 4.91236, 1.15249)
F (-4.97925, -4.41009, -2.84821)
C (-5.11931, -5.63215, -2.27464)
C (-3.98280, -6.33656, -1.93543)
C (-4.13446, -7.58321, -1.34424)
C (-5.40107, -8.09927, -1.10934)
C (-6.52474, -7.36614, -1.46523)
C (-6.39119, -6.11632, -2.05343)
H (-3.00438, -5.92045, -2.13588)
H (-3.25692, -8.15286, -1.06933)
H (-5.51228, -9.07274, -0.65200)
H (-7.51311, -7.76814, -1.28774)
H (-7.25125, -5.52588, -2.33791)
F (1.70856, -1.24093, 2.30570)
C (3.05814, -1.44387, 2.32449)
C (3.70073, -1.65417, 1.12318)
C (5.07407, -1.84872, 1.12697)
C (5.77020, -1.83887, 2.32818)
C (5.09387, -1.63030, 3.52277)
C (3.71965, -1.42538, 3.53215)
H (3.12755, -1.67432, 0.21269)
H (5.59614, -2.01305, 0.19547)
H (6.83989, -1.99912, 2.33321)
H (5.63694, -1.62795, 4.45825)
H (3.17399, -1.25760, 4.45056)
F (6.98212, -4.06961, 0.17459)
C (7.93834, -4.63521, 0.95030)
C (7.70764, -5.88658, 1.47851)
C (8.68935, -6.45787, 2.27543)
C (9.86578, -5.77003, 2.53661)
C (10.07098, -4.51073, 1.98860)
C (9.10210, -3.93004, 1.18280)
H (6.77973, -6.39965, 1.26593)
H (8.53046, -7.44142, 2.69484)
H (10.62504, -6.21638, 3.16428)
H (10.98968, -3.97535, 2.18800)
H (9.24113, -2.95375, 0.73785)
F (-5.60898, 8.16538, 4.23887)
C (-4.62157, 8.99586, 4.63980)
C (-4.95127, 10.18860, 5.24800)
C (-3.92096, 11.02706, 5.65076)
C (-2.59533, 10.67085, 5.44136)
C (-2.29203, 9.46448, 4.82636)
C (-3.31318, 8.61608, 4.42283)
H (-5.98998, 10.44850, 5.39790)
H (-4.15843, 11.96600, 6.13237)
H (-1.80046, 11.33195, 5.75766)
H (-1.26112, 9.18068, 4.65984)
H (-3.11274, 7.66051, 3.95595)
F (8.38205, -8.69665, 0.23642)
C (7.45258, -9.57973, -0.18613)
C (7.71022, -10.92923, -0.05525)
C (6.74759, -11.82957, -0.48835)
C (5.55878, -11.37537, -1.04304)
C (5.32968, -10.01205, -1.16488)
C (6.28039, -9.09786, -0.73295)
H (8.64584, -11.25868, 0.37534)
H (6.92978, -12.89152, -0.39162)
H (4.81432, -12.08298, -1.38164)
H (4.40715, -9.65413, -1.60252)
H (6.12489, -8.03099, -0.82141)

Cartesian forces (eV/Å) of the 3 atoms listed first:
C 0.117 0.124 -0.013
O -0.045 -0.101 0.131
C 0.070 0.110 -0.100

Output
Multiplicity: 1
Total charge: +1
F_max in eV/A: 0.7
LUMO in eV: -2.29
Calculated total energy in a.u.: -7311.5471

---

Record 2
The following is a DFT calculation (the ωB97M-V functional and the def2-TZVPD basis) of one molecule with the formula C3H6P4 in a non-equilibrium geometry.

Element x y z (Å)
C (-1.91239, 0.33120, -0.50572)
C (-1.37432, -0.60671, -1.44118)
C (1.62161, -0.29873, 1.59407)
P (-2.49983, 1.12736, 0.62981)
P (0.33533, -1.22643, -0.96689)
P (1.49397, 2.25012, -0.64621)
P (0.87847, 0.48352, 0.25159)
H (-2.02831, -1.51843, -1.39286)
H (-1.35390, -0.42918, -2.57980)
H (1.17689, -1.19766, 1.93062)
H (2.25695, 0.11035, 2.31021)
H (-0.11288, -1.74835, 0.18528)
H (1.51840, 2.72294, 0.63109)

Cartesian forces (eV/Å) of the 3 atoms listed first:
C -0.114 -0.653 -1.459
C -0.341 -1.613 -2.091
C 0.143 0.106 -0.223

Output
Multiplicity: 3
Relative energy (zero: lowest compared OMol25 entry of this formula, charge and spin) in kJ/mol: 151.2
Total charge: 0
F_max in eV/A: 2.7
LUMO (alpha / beta) in eV: 0.63 / -1.82
Calculated total energy in a.u.: -1483.1072

---

Record 3
The following is a DFT calculation (the ωB97M-V functional and the def2-TZVPD basis) of an isolated ion of composition C8H12 and charge -1 in a non-equilibrium geometry.

Element x y z (Å)
C (1.93714, 0.08875, 2.11854)
C (0.79854, 0.62365, 1.22811)
C (-0.08229, -0.30681, 0.48504)
C (-0.17641, -1.59477, 0.63252)
C (-2.21269, 0.70252, -0.26822)
C (-0.91269, 0.42425, -0.56355)
C (-0.24394, 0.33332, -1.88582)
C (-0.61779, -0.21083, -3.05741)
H (2.78326, 0.76239, 2.02256)
H (1.46490, -0.17502, 3.09329)
H (2.17525, -0.90204, 2.00305)
H (0.18883, 1.36092, 1.92290)
H (1.25701, 1.46821, 0.46621)
H (0.60019, -2.12422, 1.08954)
H (-1.00472, -2.21322, 0.24513)
H (-2.86528, 1.08297, -1.00353)
H (-2.32172, 0.80006, 0.81362)
H (0.71321, 0.84195, -1.99534)
H (-1.50000, -0.65383, -3.39419)
H (0.01919, -0.30825, -3.95244)

Cartesian forces (eV/Å) of the 3 atoms listed first:
C -2.198 1.051 0.771
C 1.525 3.360 -0.327
C -0.577 3.383 -1.386

Output
Multiplicity: 2
Relative energy (zero: lowest compared OMol25 entry of this formula, charge and spin) in kJ/mol: 286.8
Total charge: -1
F_max in eV/A: 3.7
LUMO (alpha / beta) in eV: 3.90 / 3.74
Calculated total energy in a.u.: -311.8471

---

Record 4
The following is a DFT calculation (the ωB97M-V functional and the def2-TZVPD basis) of a 2-piece molecular cluster, CHF3O2P overall in a non-equilibrium geometry.

Element x y z (Å)
C (-1.96509, -0.10088, -1.19794)
O (1.15846, -1.40497, -0.06698)
O (-0.73335, -1.94185, 1.55593)
F (-1.59737, 0.21464, -2.41363)
F (-2.95453, 0.85587, -0.87308)
F (-2.80886, -1.26631, -1.41363)
P (-0.08477, -1.03338, 0.62694)
H (-0.48554, 0.35290, 1.05483)

Cartesian forces (eV/Å) of the 3 atoms listed first:
C -1.030 -2.292 2.144
O -0.139 1.006 -0.398
O -1.025 -0.736 0.674

Output
Multiplicity: 1
Relative energy (zero: lowest compared OMol25 entry of this formula, charge and spin) in kJ/mol: 331.5
Total charge: -1
F_max in eV/A: 3.3
LUMO in eV: 4.27
Calculated total energy in a.u.: -830.1984

---

Record 5
The following is a DFT calculation (the ωB97M-V functional and the def2-TZVPD basis) of a 12-piece molecular cluster, C25H52BrClFN13O23P overall in a non-equilibrium geometry.

Element x y z (Å)
C (2.31722, -1.19404, 6.57885)
C (2.80483, -1.71776, 5.62598)
C (3.47864, -2.17700, 4.47686)
C (3.02343, -1.92934, 3.16770)
C (1.78692, -1.11226, 2.94692)
C (2.21557, 0.12010, 2.12315)
C (0.73784, -1.94228, 2.18503)
C (-0.25898, -2.59842, 3.16904)
C (0.09622, -4.05849, 3.39121)
N (3.60484, -2.36825, 2.07719)
N (4.72122, -3.06369, 2.20567)
C (5.34678, -3.50795, 0.93434)
C (4.52236, -3.18636, -0.28144)
C (5.30699, -3.66151, -1.50191)
F (4.36244, -1.82922, -0.43150)
C (5.26271, -3.32941, 3.39182)
P (6.89419, -4.29378, 3.32644)
O (7.73500, -3.44571, 4.40808)
Cl (6.40228, -6.07814, 4.22506)
C (4.65746, -2.91936, 4.58288)
Br (5.34329, -3.28840, 6.26207)
H (1.90155, -0.72178, 7.42760)
H (1.37554, -0.74611, 3.87026)
H (3.19112, 0.47854, 2.43265)
H (2.28922, -0.10088, 1.07176)
H (1.50214, 0.90888, 2.29998)
H (1.20751, -2.75440, 1.64937)
H (0.22225, -1.31450, 1.47300)
H (-1.26232, -2.50076, 2.78848)
H (-0.23206, -2.08574, 4.12330)
H (-0.26749, -4.65444, 2.56235)
H (-0.38084, -4.44296, 4.28188)
H (1.16829, -4.21809, 3.46466)
H (5.55314, -4.57153, 0.96705)
H (6.28289, -2.97639, 0.83009)
H (3.56878, -3.69802, -0.30009)
H (5.91126, -4.52888, -1.29415)
H (4.64506, -3.81363, -2.33804)
H (5.97894, -2.85270, -1.75395)
H (8.50949, -3.95675, 4.67652)
C (8.61727, -2.47865, 7.82948)
N (8.89536, -2.04554, 9.22686)
O (7.99251, -1.51330, 9.83526)
O (10.00710, -2.26022, 9.65002)
H (7.59357, -2.22382, 7.58932)
H (9.31136, -1.95534, 7.17920)
H (8.77565, -3.55235, 7.78438)
C (4.09692, -7.97852, 0.24336)
N (5.18692, -7.15711, -0.35197)
O (5.36394, -7.21797, -1.54035)
O (5.84539, -6.46748, 0.41659)
H (3.61262, -8.52931, -0.55282)
H (4.55305, -8.64867, 0.96514)
H (3.40370, -7.29897, 0.72994)
C (3.80820, 2.28645, -1.46293)
N (2.39125, 2.48691, -1.04859)
O (2.11604, 2.33688, 0.12446)
O (1.61843, 2.79036, -1.92701)
H (4.38912, 2.01783, -0.58972)
H (3.82295, 1.49265, -2.20165)
H (4.15906, 3.21836, -1.89323)
C (-0.84276, 1.99905, -4.02882)
N (-0.58655, 1.62118, -5.44710)
O (-0.89408, 0.50084, -5.80381)
O (-0.08388, 2.46258, -6.15911)
H (-1.28751, 1.15042, -3.52487)
H (0.11023, 2.26012, -3.58454)
H (-1.50732, 2.84478, -4.03563)
C (-4.73472, 3.09015, -1.79946)
N (-3.27349, 2.82018, -1.83965)
O (-2.85219, 1.81993, -1.29679)
O (-2.59425, 3.63662, -2.42660)
H (-5.22075, 2.29273, -1.25229)
H (-4.87439, 4.04609, -1.30589)
H (-5.08636, 3.12758, -2.82457)
C (-7.48284, 5.37339, -4.89870)
N (-7.32024, 4.65827, -3.60474)
O (-7.54552, 3.46542, -3.57018)
O (-6.96561, 5.31018, -2.64010)
H (-7.79888, 4.66858, -5.63746)
H (-8.23432, 6.14546, -4.73998)
H (-6.52086, 5.80586, -5.15504)
C (-4.25300, -0.31664, 3.72336)
N (-4.36829, -1.75249, 4.09796)
O (-3.46687, -2.51311, 3.79420)
O (-5.37158, -2.07702, 4.68608)
H (-3.31948, -0.16831, 3.19365)
H (-5.10266, -0.08595, 3.09565)
H (-4.28432, 0.26781, 4.63651)
C (6.91468, -0.77648, -4.23853)
N (7.09269, 0.40553, -3.34898)
O (6.18331, 1.20724, -3.28796)
O (8.13936, 0.48677, -2.74874)
H (5.93988, -0.71102, -4.70540)
H (7.70721, -0.74746, -4.97903)
H (6.99646, -1.66353, -3.62014)
C (-9.74157, 8.87487, -2.92809)
N (-9.53333, 8.42135, -4.33077)
O (-9.92555, 7.30980, -4.63326)
O (-8.98173, 9.19148, -5.08057)
H (-10.24135, 8.08415, -2.38324)
H (-8.76346, 9.08534, -2.50763)
H (-10.34970, 9.77277, -2.96455)
C (-8.33305, 4.63091, -9.64009)
N (-8.08299, 5.02028, -8.22521)
O (-8.90148, 5.72208, -7.67798)
O (-7.05877, 4.60181, -7.71626)
H (-9.26969, 5.07327, -9.95466)
H (-7.50269, 5.00468, -10.23016)
H (-8.37704, 3.54722, -9.67597)
C (-8.42253, 0.30043, 1.43146)
N (-7.54666, 0.64451, 2.58417)
O (-6.73096, 1.53908, 2.44702)
O (-7.70099, 0.00661, 3.59899)
H (-8.17799, 0.94912, 0.60136)
H (-8.24074, -0.74118, 1.18579)
H (-9.44878, 0.44818, 1.75122)

Cartesian forces (eV/Å) of the 3 atoms listed first:
C -0.176 0.125 0.359
C 0.123 0.180 -0.509
C 0.994 -0.823 -0.110

Output
Multiplicity: 1
Total charge: +1
F_max in eV/A: 1.7
LUMO in eV: -4.68
Calculated total energy in a.u.: -6900.2097

---

Record 6
The following is a DFT calculation (the ωB97M-V functional and the def2-TZVPD basis) of C16H24BBa2Br12O8 as an isolated structure in a non-equilibrium geometry.

Element x y z (Å)
Ba (1.16168, -4.91991, 2.75758)
Ba (2.86865, 1.64471, 5.31698)
O (-0.60134, -3.60368, 0.94946)
C (-0.53430, -2.40461, 0.65654)
O (0.54871, -1.73076, 0.69857)
B (0.24333, -0.27232, 0.63306)
O (-1.18991, -0.37232, 0.13105)
C (-1.69642, -1.52466, 0.34073)
O (-2.92046, -1.77697, 0.44129)
O (1.31529, 0.27525, -0.19832)
C (1.89952, 1.15462, 0.43232)
O (2.86563, 1.93326, 0.10808)
C (1.29020, 1.25948, 1.85826)
O (0.31282, 0.41241, 1.93082)
O (1.77824, 1.80195, 2.85919)
Br (-4.34277, -0.93169, 6.04890)
C (-3.97629, -2.65260, 5.32262)
C (-3.37887, -2.55369, 3.83739)
Br (-2.33717, -4.25952, 3.57999)
H (-4.95429, -3.09727, 5.50669)
H (-3.36147, -3.18936, 6.04510)
H (-2.66307, -1.73184, 3.81992)
H (-4.08136, -2.38218, 3.02179)
Br (-0.80982, 2.84997, -2.49062)
C (-2.32791, 3.17255, -1.14415)
C (-1.89570, 4.34726, -0.26839)
Br (-3.26626, 4.96178, 1.06186)
H (-2.40034, 2.28569, -0.51460)
H (-3.26859, 3.26947, -1.68621)
H (-1.75943, 5.23793, -0.88178)
H (-1.12509, 3.99902, 0.41935)
Br (2.78605, 5.77221, -1.38633)
C (3.70779, 4.28448, -2.30305)
C (2.65548, 3.72670, -3.11548)
Br (3.09446, 1.74958, -3.31270)
H (4.07067, 3.66646, -1.48179)
H (4.58311, 4.66869, -2.82678)
H (2.60890, 4.33135, -4.02120)
H (1.66835, 3.87651, -2.67818)
Br (-4.09172, -6.01032, -2.21414)
C (-4.49807, -5.56742, -0.27045)
C (-5.10449, -4.20290, -0.15654)
Br (-6.85496, -4.31295, -1.18980)
H (-3.56560, -5.70221, 0.27766)
H (-5.18474, -6.26442, 0.20994)
H (-4.42212, -3.48929, -0.61830)
H (-5.33040, -3.81092, 0.83514)
Br (8.55919, 1.97969, -0.93867)
C (6.69973, 1.99394, -0.37027)
C (6.38455, 3.20055, 0.51801)
Br (6.79823, 4.88589, -0.39110)
H (6.54650, 1.08132, 0.20570)
H (6.06496, 1.94887, -1.25522)
H (6.94807, 3.23800, 1.45029)
H (5.35454, 3.15689, 0.87194)
Br (2.16902, -1.64918, -3.82470)
C (0.41008, -1.58676, -2.86580)
C (-0.61394, -2.26661, -3.68672)
Br (-2.39483, -2.12560, -2.85469)
H (0.09246, -0.55329, -2.72740)
H (0.48827, -2.00185, -1.86096)
H (-0.44076, -3.32139, -3.90013)
H (-0.58215, -1.89789, -4.71197)

Cartesian forces (eV/Å) of the 3 atoms listed first:
Ba -1.518 0.254 -1.075
Ba -0.451 0.809 -1.116
O 1.000 0.374 0.260

Output
Multiplicity: 1
Relative energy (zero: lowest compared OMol25 entry of this formula, charge and spin) in kJ/mol: 688.3
Total charge: +3
F_max in eV/A: 10.2
LUMO in eV: -10.99
Calculated total energy in a.u.: -32189.1735